[1]
The following is a DFT calculation (the ωB97M-V functional and the def2-TZVPD basis) of 2 unconnected molecules or ions with the total composition C6H13N3O2 at a distorted geometry.

Results
- Gap between HOMO and LUMO: 8.62 eV
- SMILES string: C=C/C=[N+](\[O-])O.CC/C=N/N
- HOMO: -8.53 eV
- E: -14991.8743 eV
- E_LUMO: 0.092 eV

XYZ file:
```
24
Properties=species:S:1:pos:R:3:lowdin_charge:R:1
C 0.0422 2.2551 1.6420 0.016
C 0.1825 2.2590 0.2909 -0.144
C 1.3619 1.6888 -0.2891 -0.093
N 1.5448 1.6935 -1.5879 -0.310
O 0.8597 2.1225 -2.5363 0.003
O 2.7409 1.0184 -1.8658 0.054
H -0.7832 2.7018 2.1205 0.035
H 0.8937 1.9418 2.2803 0.074
H -0.6076 2.6595 -0.4330 0.138
H 2.2313 1.5137 0.2939 0.129
H 2.7236 0.5869 -2.7062 0.103
C 0.4295 -2.2253 1.4487 -0.077
C 0.2779 -1.7637 -0.0165 -0.225
C -1.0274 -1.0778 -0.1369 -0.231
N -1.8932 -1.6031 -0.8562 -0.019
N -3.1552 -0.9657 -0.9998 -0.002
H -0.4627 -1.9038 1.9912 0.069
H 0.5406 -3.3327 1.4482 0.084
H 1.3489 -1.7358 1.7208 0.058
H 1.1053 -1.1436 -0.1766 0.065
H 0.3198 -2.5427 -0.6898 0.081
H -1.3201 -0.3987 0.5635 0.077
H -3.3609 -0.2064 -0.4172 0.038
H -3.9923 -1.5417 -1.0887 0.075
```

***

[2]
The following is a DFT calculation (the ωB97M-V functional and the def2-TZVPD basis) of 2 unconnected molecules or ions with the total composition C6H13N3O2S at a distorted geometry.

Results
- Gap between HOMO and LUMO: 8.45 eV
- SMILES string: NC(=C(O)O)[C@@H]1NCCS1.C=N
- HOMO: -7.97 eV
- E: -25830.5116 eV
- E_LUMO: 0.474 eV

XYZ file:
```
25
Properties=species:S:1:pos:R:3:lowdin_charge:R:1
N -0.4586 0.9968 -1.0839 0.074
C -1.0303 0.0663 -0.2104 -0.251
C -2.4103 0.0151 -0.1728 -0.340
O -3.1103 -0.7276 0.7462 0.051
O -3.2037 0.9115 -0.9441 0.029
C -0.1479 -1.1564 0.1680 -0.515
N 0.9361 -0.7810 0.8885 -0.056
C 1.8567 -1.9494 0.7544 -0.261
C 2.0419 -2.2425 -0.7432 -0.573
S 0.4637 -2.0575 -1.4498 0.868
H -1.1619 1.5200 -1.5917 0.093
H 0.1937 0.5703 -1.6567 0.027
H -2.7325 -0.5241 1.6078 0.114
H -3.8521 0.2966 -1.3331 0.116
H -0.6126 -2.0114 0.6942 0.116
H 1.5449 -0.0977 0.4489 0.113
H 1.3327 -2.8925 1.2120 0.146
H 2.8453 -1.8676 1.1964 0.109
H 2.8623 -1.6027 -1.2726 0.105
H 2.3477 -3.3014 -0.7714 0.070
C 0.3155 3.6561 0.5086 -0.182
N 0.9369 3.2036 1.5045 0.007
H 0.3362 4.7431 0.3312 0.053
H -0.1416 3.1094 -0.3470 0.038
H 0.8484 2.1228 1.5161 0.048
```

***

[3]
The following is a DFT calculation (the ωB97M-V functional and the def2-TZVPD basis) of a molecular structure, C6H13N3O3 at a distorted geometry.

Results
- Gap between HOMO and LUMO (alpha / beta): 7.38 / 7.37 eV
- HOMO (alpha / beta): -9.22 / -9.22 eV
- E: -17036.9295 eV
- E_LUMO (alpha / beta): -1.846 / -1.853 eV

XYZ file:
```
25
Properties=species:S:1:pos:R:3:lowdin_charge:R:1
C 0.9530 1.1107 -0.2115 -0.563
C 1.0816 -1.8551 -0.6667 -0.038
C -0.9737 -1.1233 0.3870 -0.056
C -1.1330 -1.5576 -2.0166 -0.053
C 0.1795 0.4357 -1.3620 -0.066
C -0.1722 -0.9995 -0.9422 -0.548
N 0.2973 2.4157 2.8940 0.085
N 2.1805 0.9570 -0.1758 0.163
N -0.4829 2.5221 2.0094 -0.220
O 0.0869 1.6538 0.5628 0.039
O -1.5950 2.8633 1.8298 0.162
O -0.1535 2.8607 4.2148 0.000
H 1.7166 -1.3329 -0.0192 0.051
H 1.5465 -2.1323 -1.5841 0.078
H 0.7425 -2.7451 -0.1634 0.080
H -0.5639 -0.5330 1.2730 0.104
H -1.9862 -0.6774 0.4645 0.097
H -0.9802 -2.1376 0.4071 0.032
H -1.6135 -0.7453 -2.6334 0.088
H -2.0474 -2.0363 -1.6024 0.085
H -0.5687 -2.1995 -2.7203 0.084
H 0.9107 0.7091 -2.1130 0.120
H -0.7410 0.9627 -1.6913 0.126
H 2.6834 0.4443 -0.8580 0.049
H 0.6325 3.1397 4.7174 0.102
```

***

[4]
The following is a DFT calculation (the ωB97M-V functional and the def2-TZVPD basis) of 2 unconnected molecules or ions with the total composition C6H13N4 at a distorted geometry.

Results
- Gap between HOMO and LUMO: 8.75 eV
- HOMO: -12.63 eV
- E: -12382.6343 eV
- Charge: +1
- E_LUMO: -3.879 eV

XYZ file:
```
23
Properties=species:S:1:pos:R:3:lowdin_charge:R:1
C 2.8004 -0.4225 -0.8788 -0.140
C 1.8470 -0.2205 0.2041 -0.067
C -1.8313 1.5233 -0.5497 -0.024
C -2.7351 -0.2429 1.0182 -0.023
C -0.8998 -0.8336 -0.3056 -0.081
C -1.4834 0.3248 0.3061 -0.410
N 4.0393 -0.3117 -0.4026 0.056
N 2.6840 -0.0135 1.2206 -0.010
N 3.9964 0.0468 0.8315 -0.007
N -0.6583 -1.0655 -1.5682 0.252
H 2.5692 -0.5608 -1.8739 0.056
H -2.7017 1.2016 -1.1712 0.105
H -1.0393 1.7244 -1.1849 0.056
H -2.2273 2.3309 0.0396 0.099
H -3.5538 -0.1386 0.2383 0.113
H -2.5575 -1.2069 1.4790 0.086
H -3.1327 0.3770 1.8190 0.092
H -0.3318 -1.4471 0.3439 0.116
H -0.7884 0.5313 1.0126 0.096
H 4.8079 0.2801 1.3888 0.182
H -0.2574 -1.8677 -1.8131 0.081
H 2.2356 0.2556 2.1276 0.175
H -0.7817 -0.2644 -2.2811 0.198
```

***

[5]
The following is a DFT calculation (the ωB97M-V functional and the def2-TZVPD basis) of a gas-phase ion, C6H13N4O2 (charge +1) at a distorted geometry.

Results
- Gap between HOMO and LUMO (alpha / beta): 6.97 / 8.65 eV
- SMILES string: C/C(CNC[C@@H](C)N=[N+]=O)=[NH+]\[O-]
- HOMO (alpha / beta): -12.69 / -13.68 eV
- E: -16475.4198 eV
- Charge: +1
- E_LUMO (alpha / beta): -5.724 / -5.036 eV

XYZ file:
```
25
Properties=species:S:1:pos:R:3:lowdin_charge:R:1
C 0.1377 -2.1322 1.9176 0.007
C 0.4868 -1.4716 0.6301 -0.272
C -0.4420 -1.5598 -0.5591 -0.134
N -0.0211 -0.5880 -1.5522 -0.061
C -0.4466 0.7595 -1.2521 -0.155
C 0.3820 1.3349 -0.0849 -0.305
C 0.0974 2.8114 0.1478 -0.022
N 0.1010 0.5603 1.0999 0.133
N -0.3310 0.8832 2.1301 -0.052
O -0.7119 0.6787 3.2025 0.214
N 1.7646 -1.2819 0.3339 -0.074
O 2.7222 -1.2861 1.1203 0.082
H 0.1636 -3.2119 1.7631 0.116
H -0.8592 -1.8779 2.2669 0.095
H 0.8811 -1.8969 2.6779 0.098
H -0.3722 -2.5642 -0.9861 0.150
H -1.4827 -1.4199 -0.2294 0.140
H -0.2944 -0.8634 -2.4856 0.134
H -1.5149 0.8323 -0.9934 0.139
H -0.2649 1.3884 -2.1241 0.142
H 1.4444 1.1833 -0.3031 0.155
H -0.9620 2.9850 0.3252 0.095
H 0.3965 3.3765 -0.7305 0.098
H 0.6718 3.1817 0.9935 0.094
H 1.9391 -1.0226 -0.6588 0.182
```

***

[6]
The following is a DFT calculation (the ωB97M-V functional and the def2-TZVPD basis) of a gas-phase ion, C6H13N4S (charge +1) at a distorted geometry.

Results
- Gap between HOMO and LUMO: 9.25 eV
- SMILES string: CS[C@H]1C[NH2+][C@@]2(C)NN=N[C@@H]12
- HOMO: -12.41 eV
- E: -23218.4660 eV
- Charge: +1
- E_LUMO: -3.163 eV

XYZ file:
```
24
Properties=species:S:1:pos:R:3:lowdin_charge:R:1
C -3.4627 -0.9120 -0.2405 -0.371
S -2.2870 -0.0542 0.8150 0.868
C -1.1240 0.7101 -0.3931 -0.435
C -0.2393 1.6852 0.5078 -0.149
N 0.7274 0.7271 1.1912 0.085
C 1.5352 -0.3379 0.0777 -0.315
C 2.8343 0.3639 -0.3367 -0.007
N 1.4341 -1.6411 0.5022 0.026
N 0.3553 -2.3161 -0.0577 0.080
N -0.2708 -1.5773 -0.8154 0.010
C 0.1562 -0.2518 -0.8844 -0.196
H -4.3442 -0.9411 0.2149 -0.020
H -3.1357 -1.8949 -0.6451 0.063
H -3.6428 -0.3110 -1.1274 0.046
H -1.7630 1.2059 -1.1258 0.109
H 0.1029 2.4155 -0.2196 0.137
H -0.9033 2.0681 1.2009 0.074
H 0.4103 0.0759 1.9518 0.166
H 1.4630 1.2892 1.6836 0.167
H 3.6589 0.3263 0.4290 0.108
H 2.6925 1.3770 -0.6788 0.074
H 3.1557 -0.1311 -1.3312 0.132
H 2.1486 -2.1203 1.1078 0.190
H 0.4981 0.2445 -1.8261 0.158
```

***

[7]
The following is a DFT calculation (the ωB97M-V functional and the def2-TZVPD basis) of C6H13N5 in the gas phase at a distorted geometry.

Results
- Gap between HOMO and LUMO: 8.82 eV
- SMILES string: CN1C(N)=NC(N)=NC1(C)C
- HOMO: -8.07 eV
- E: -13883.6637 eV
- E_LUMO: 0.751 eV

XYZ file:
```
24
Properties=species:S:1:pos:R:3:lowdin_charge:R:1
C -2.2643 0.6374 -0.6430 -0.040
N -0.9308 0.3053 -0.1378 -0.035
C -0.0636 1.3781 0.0872 -0.403
N -0.6156 2.6219 0.2040 0.152
N 1.2299 1.2508 0.0370 0.150
C 1.6411 -0.0278 -0.1557 -0.479
N 3.0039 -0.2251 -0.2390 0.146
N 0.9045 -1.0981 -0.3735 0.112
C -0.4732 -1.0573 0.1187 -0.584
C -1.1838 -2.1470 -0.6676 -0.061
C -0.5027 -1.3728 1.6278 -0.017
H -2.2548 1.3095 -1.5195 0.102
H -2.7692 -0.3315 -0.8741 0.086
H -2.7879 1.0278 0.2108 0.070
H -1.4852 2.6953 0.7401 0.106
H 0.0363 3.2435 0.6069 0.084
H 3.2424 -1.0738 -0.6106 0.052
H 3.5782 0.5319 -0.4716 0.067
H -1.1815 -1.8910 -1.7379 0.087
H -2.2190 -2.3516 -0.3395 0.080
H -0.5346 -3.0560 -0.5936 0.096
H -1.5309 -1.3101 1.9899 0.077
H -0.2542 -2.4488 1.6817 0.087
H 0.0977 -0.7929 2.2784 0.063
```

***

[8]
The following is a DFT calculation (the ωB97M-V functional and the def2-TZVPD basis) of 2 unconnected molecules or ions with the total composition C6H13NO at a distorted geometry.

Results
- Gap between HOMO and LUMO: 8.46 eV
- SMILES string: C=C/C(C)=C(\C)N.O
- HOMO: -7.85 eV
- E: -9969.2177 eV
- E_LUMO: 0.610 eV

XYZ file:
```
21
Properties=species:S:1:pos:R:3:lowdin_charge:R:1
C 2.1481 -1.9955 1.1220 0.006
C 0.9514 -1.4378 1.1977 -0.175
C 0.0852 -1.1151 0.0298 -0.278
C -0.5492 -2.3285 -0.6038 -0.055
C -0.0320 0.1356 -0.4423 -0.357
C 0.8776 1.2518 -0.0189 -0.036
N -0.7840 0.4283 -1.5932 0.089
H 2.7121 -2.1673 2.0431 0.054
H 2.7243 -2.2515 0.2401 0.063
H 0.5967 -1.2235 2.2047 0.106
H -0.8116 -3.0766 0.1373 0.075
H -1.4270 -2.1312 -1.2302 0.064
H 0.1915 -2.7968 -1.2562 0.086
H 1.4925 0.9355 0.8102 0.063
H 1.5475 1.4735 -0.8494 0.087
H 0.3565 2.1751 0.2433 0.071
H -1.2927 -0.3455 -1.9797 0.061
H -1.2051 1.3407 -1.6494 0.078
O -2.7735 4.6081 0.3655 -0.058
H -2.5076 3.7448 0.0394 0.018
H -2.3007 4.7760 1.1901 0.037
```

***

[9]
The following is a DFT calculation (the ωB97M-V functional and the def2-TZVPD basis) of 2 unconnected molecules or ions with the total composition C6H13NO at a distorted geometry.

Results
- Gap between HOMO and LUMO: 9.62 eV
- SMILES string: [H]/N=C/C.C=C(C)OC
- HOMO: -8.76 eV
- E: -9967.5744 eV
- E_LUMO: 0.862 eV

XYZ file:
```
21
Properties=species:S:1:pos:R:3:lowdin_charge:R:1
H 2.4740 1.1590 -0.9125 0.028
N 2.5664 0.2666 -0.4169 0.063
C 1.5543 -0.4904 -0.6328 -0.335
C 1.5825 -1.9165 -0.1636 -0.099
H 0.4629 -0.1464 -1.2141 0.154
H 2.2887 -2.0528 0.6586 0.074
H 0.5814 -2.1989 0.1709 0.051
H 1.8259 -2.5739 -1.0032 0.074
C -0.8462 0.1716 1.6360 0.064
C -0.5440 0.7976 0.4931 -0.354
C 0.0177 2.1778 0.4038 -0.049
O -1.0523 0.3380 -0.8716 -0.233
C -2.1661 -0.5604 -0.8742 -0.093
H -1.3199 -0.7989 1.6840 0.062
H -0.5299 0.6060 2.5788 0.076
H 0.4582 2.3574 -0.5802 0.077
H 0.7985 2.3253 1.1547 0.091
H -0.7736 2.9184 0.5469 0.089
H -1.8808 -1.5292 -0.4539 0.078
H -2.9997 -0.1537 -0.2985 0.091
H -2.4979 -0.6965 -1.9054 0.091
```

***

[10]
The following is a DFT calculation (the ωB97M-V functional and the def2-TZVPD basis) of 2 unconnected molecules or ions with the total composition C6H13NO.

Results
- Gap between HOMO and LUMO: 9.97 eV
- SMILES string: [H]/N=C(\C)O.C/C=C\C
- HOMO: -9.05 eV
- E: -9969.9645 eV
- E_LUMO: 0.915 eV

XYZ file:
```
21
Properties=species:S:1:pos:R:3:lowdin_charge:R:1
H 2.3456 1.1424 -1.4219 0.057
N 2.0568 1.1108 -0.4515 0.134
C 1.9093 -0.0452 0.0305 -0.564
C 2.0970 -1.3766 -0.6367 -0.002
O 1.5266 -0.1595 1.3091 0.047
H 2.6843 -2.0272 0.0067 0.084
H 1.1194 -1.8327 -0.7817 0.076
H 2.5882 -1.2639 -1.5991 0.080
H 1.3804 0.7302 1.6623 0.119
C -1.1934 1.8582 -0.2032 -0.103
C -1.3862 0.5227 -0.8422 -0.190
C -1.6209 -0.6303 -0.2340 -0.196
C -1.7527 -0.8602 1.2375 -0.101
H -0.1422 2.1421 -0.2758 0.047
H -1.4802 1.8552 0.8444 0.061
H -1.7792 2.6123 -0.7267 0.071
H -1.2983 0.5304 -1.9219 0.095
H -1.7155 -1.5242 -0.8391 0.091
H -2.0582 0.0412 1.7618 0.063
H -0.7960 -1.1845 1.6492 0.062
H -2.4847 -1.6414 1.4322 0.069
```

***

[11]
The following is a DFT calculation (the ωB97M-V functional and the def2-TZVPD basis) of C6H13NO in the gas phase at a distorted geometry.

Results
- Gap between HOMO and LUMO: 10.44 eV
- SMILES string: [H]/N=C(/C)C[C@@H](C)CO
- HOMO: -9.53 eV
- E: -9969.6267 eV
- E_LUMO: 0.909 eV

XYZ file:
```
21
Properties=species:S:1:pos:R:3:lowdin_charge:R:1
H -1.8947 -0.4137 -1.6677 0.077
N -2.1006 -0.5822 -0.6827 0.112
C -1.4914 0.1973 0.1269 -0.424
C -1.8342 0.0912 1.5791 -0.034
C -0.3219 1.0780 -0.2169 -0.129
C 0.8348 0.1842 -0.6987 -0.326
C 2.1613 0.8887 -0.4444 -0.089
C 0.9256 -1.3183 -0.0618 -0.255
O 0.0708 -2.2463 -0.6127 -0.110
H -2.5801 -0.6819 1.7368 0.083
H -0.9546 -0.1390 2.1746 0.078
H -2.2262 1.0470 1.9231 0.088
H -0.6030 1.7853 -1.0031 0.126
H -0.0125 1.6443 0.6614 0.113
H 0.7203 -0.0010 -1.7690 0.132
H 2.1682 1.8812 -0.8923 0.078
H 2.3410 0.9932 0.6247 0.083
H 2.9868 0.3248 -0.8800 0.077
H 1.9460 -1.6582 -0.2653 0.114
H 0.7834 -1.2094 1.0245 0.108
H -0.9189 -1.8651 -0.6566 0.096
```

***

[12]
The following is a DFT calculation (the ωB97M-V functional and the def2-TZVPD basis) of C6H13NO in the gas phase at a distorted geometry.

Results
- Gap between HOMO and LUMO: 10.54 eV
- SMILES string: CC(C)CCNC=O
- HOMO: -9.65 eV
- E: -9970.1263 eV
- E_LUMO: 0.891 eV

XYZ file:
```
21
Properties=species:S:1:pos:R:3:lowdin_charge:R:1
C 1.2829 -1.7982 2.4816 -0.093
C 0.6565 -0.5358 1.8791 -0.431
C 1.5870 0.6761 2.0952 -0.067
C 0.3303 -0.7554 0.4250 -0.206
C -0.6438 0.2775 -0.1680 -0.192
N -0.6318 0.1742 -1.6470 0.019
C -1.3554 1.1255 -2.3382 -0.365
O -1.6117 1.0779 -3.5196 0.016
H 2.3468 -1.8426 2.2459 0.075
H 1.1616 -1.9378 3.5713 0.081
H 0.9005 -2.8038 2.2540 0.073
H -0.3033 -0.3214 2.3683 0.133
H 1.0535 1.4176 2.6931 0.075
H 1.8015 1.2357 1.1793 0.073
H 2.5676 0.3782 2.4670 0.073
H 1.2162 -0.8084 -0.2094 0.121
H -0.1118 -1.7626 0.3686 0.117
H -1.6227 -0.1069 0.1412 0.119
H -0.5100 1.3196 0.1121 0.115
H -0.4763 -0.7648 -1.9766 0.133
H -1.6109 2.0070 -1.7258 0.131
```